{"formula": "C20H54N4O11", "method": "wB97M-V/def2-TZVPD", "multiplicity": 2, "total_charge": -1, "total_energy_ha": -1840.65143, "s_squared": 0.753, "gap_ev": [2.907, 6.563], "species": ["C", "C", "O", "H", "H", "H", "H", "H", "H", "C", "C", "O", "H", "H", "H", "H", "H", "H", "C", "C", "O", "H", "H", "H", "H", "H", "H", "C", "O", "C", "C", "N", "C", "C", "O", "C", "H", "H", "H", "H", "H", "H", "H", "H", "H", "H", "H", "H", "H", "H", "H", "C", "O", "C", "C", "N", "C", "C", "O", "C", "H", "H", "H", "H", "H", "H", "H", "H", "H", "H", "H", "H", "H", "H", "H", "C", "N", "O", "O", "H", "H", "H", "C", "N", "O", "O", "H", "H", "H"], "xyz": [[-2.052, -4.140, 2.794], [-2.639, -2.719, 2.850], [-1.497, -1.874, 2.520], [-1.999, -4.530, 3.811], [-1.071, -4.298, 2.345], [-2.754, -4.717, 2.192], [-2.983, -2.460, 3.851], [-3.401, -2.619, 2.077], [-0.920, -1.982, 3.280], [-3.808, 0.412, 0.021], [-2.621, 0.954, 0.868], [-1.386, 0.306, 0.553], [-3.687, 0.615, -1.043], [-4.811, 0.766, 0.263], [-3.824, -0.672, -0.088], [-2.737, 0.861, 1.948], [-2.402, 2.007, 0.685], [-1.284, -0.536, 1.003], [-5.529, 1.559, -3.220], [-5.915, 2.841, -2.540], [-5.362, 3.931, -3.313], [-5.888, 0.747, -2.587], [-4.446, 1.437, -3.248], [-5.919, 1.502, -4.236], [-5.604, 2.755, -1.499], [-6.989, 3.005, -2.634], [-5.915, 4.699, -3.153], [-0.129, -2.613, -1.057], [0.747, -2.044, -2.044], [0.542, -0.613, -2.087], [1.457, -0.026, -3.145], [2.816, -0.063, -2.876], [3.552, 0.827, -3.878], [5.026, 0.493, -3.897], [5.362, -0.827, -4.312], [6.750, -1.000, -4.663], [0.028, -2.069, -0.125], [0.000, -3.694, -1.019], [-1.183, -2.401, -1.238], [0.852, -0.070, -1.194], [-0.469, -0.243, -2.261], [1.191, 1.005, -3.380], [1.250, -0.606, -4.045], [2.945, -1.057, -2.998], [3.490, 1.854, -3.517], [3.180, 0.750, -4.900], [5.535, 0.515, -2.934], [5.562, 1.123, -4.607], [6.917, -0.582, -5.656], [6.979, -2.065, -4.671], [7.462, -0.624, -3.928], [7.370, 1.999, 4.391], [7.073, 0.923, 3.514], [6.778, 1.442, 2.167], [7.100, 0.352, 1.143], [6.050, -0.713, 1.141], [4.892, -0.391, 0.353], [3.688, -1.289, 0.648], [3.532, -1.650, 2.005], [2.168, -1.890, 2.308], [6.532, 2.668, 4.586], [8.327, 2.466, 4.156], [7.737, 1.482, 5.278], [7.383, 2.337, 2.026], [5.775, 1.868, 2.148], [8.114, -0.044, 1.200], [7.017, 0.729, 0.124], [6.549, -1.586, 1.039], [5.099, -0.387, -0.717], [4.385, 0.554, 0.546], [3.829, -2.275, 0.205], [2.763, -0.902, 0.222], [2.069, -2.964, 2.146], [1.334, -1.344, 1.868], [1.984, -1.954, 3.380], [-6.493, 3.268, 1.825], [-7.345, 4.184, 0.993], [-8.005, 5.034, 1.638], [-7.147, 4.232, -0.177], [-5.989, 3.961, 2.498], [-5.751, 2.872, 1.131], [-7.163, 2.504, 2.220], [-7.984, -1.773, 2.152], [-6.805, -0.841, 2.133], [-5.905, -0.958, 2.942], [-6.782, 0.098, 1.336], [-8.815, -1.070, 2.208], [-7.833, -2.481, 2.967], [-7.952, -2.284, 1.190]]}



{"formula": "C20H55AlN6O8", "method": "wB97M-V/def2-TZVPD", "multiplicity": 2, "total_charge": 1, "total_energy_ha": -1967.28109, "s_squared": 0.755, "gap_ev": [7.768, 2.424], "species": ["Al", "N", "O", "O", "O", "C", "C", "C", "O", "C", "N", "H", "H", "H", "H", "H", "H", "H", "H", "H", "H", "H", "C", "C", "C", "O", "C", "N", "H", "H", "H", "H", "H", "H", "H", "H", "H", "H", "H", "C", "C", "C", "O", "C", "N", "H", "H", "H", "H", "H", "H", "H", "H", "H", "H", "H", "C", "C", "C", "O", "C", "N", "H", "H", "H", "H", "H", "H", "H", "H", "H", "H", "H", "C", "C", "C", "O", "C", "N", "H", "H", "H", "H", "H", "H", "H", "H", "H", "H", "H"], "xyz": [[4.275, -1.139, 0.941], [0.286, -0.899, 0.573], [-0.059, -0.358, -0.461], [1.369, -0.679, 1.110], [-0.422, -1.706, 1.107], [2.189, 0.433, 5.463], [3.147, 0.119, 4.413], [4.568, 0.006, 4.988], [5.495, -0.287, 3.898], [6.856, -0.515, 4.342], [2.762, -1.095, 3.714], [2.559, 1.212, 6.129], [1.975, -0.400, 6.132], [1.269, 0.789, 5.000], [3.246, 0.888, 3.647], [4.631, -0.952, 5.504], [4.845, 0.895, 5.554], [7.514, -0.636, 3.482], [7.006, -1.343, 5.034], [7.129, 0.365, 4.925], [2.907, -1.904, 4.302], [1.781, -1.073, 3.474], [-4.243, -2.783, -1.095], [-3.269, -3.407, -0.085], [-4.027, -4.307, 0.908], [-3.171, -4.409, 2.036], [-3.728, -5.027, 3.170], [-2.202, -4.078, -0.800], [-4.811, -3.426, -1.768], [-3.641, -2.132, -1.730], [-4.969, -2.113, -0.634], [-2.896, -2.590, 0.533], [-4.211, -5.306, 0.511], [-5.017, -3.965, 1.209], [-4.729, -4.609, 3.283], [-3.142, -4.768, 4.051], [-3.815, -6.104, 3.030], [-1.931, -3.480, -1.567], [-2.525, -4.961, -1.168], [-2.764, 2.371, 0.727], [-1.612, 2.206, 1.738], [-1.863, 1.009, 2.703], [-3.140, 1.214, 3.325], [-3.509, 0.478, 4.419], [-0.346, 2.300, 1.033], [-2.618, 3.204, 0.040], [-3.716, 2.559, 1.223], [-2.854, 1.476, 0.112], [-1.632, 3.097, 2.365], [-1.050, 1.037, 3.428], [-1.891, 0.009, 2.272], [-3.751, -0.488, 3.975], [-4.398, 0.843, 4.933], [-2.756, 0.449, 5.206], [-0.163, 1.471, 0.487], [0.441, 2.364, 1.662], [2.486, 2.215, -0.964], [2.768, 1.172, -2.052], [2.915, 1.973, -3.400], [3.208, 1.059, -4.421], [3.670, 1.714, -5.621], [3.967, 0.428, -1.669], [3.341, 2.675, -0.468], [2.104, 1.640, -0.120], [1.692, 2.864, -1.331], [1.978, 0.425, -2.128], [3.818, 2.549, -3.199], [2.054, 2.604, -3.624], [4.675, 2.115, -5.495], [2.943, 2.423, -6.018], [3.759, 0.946, -6.388], [4.513, 1.254, -1.865], [4.054, -0.235, -2.426], [-2.408, 1.359, -3.208], [-1.316, 1.189, -4.176], [-1.369, 2.160, -5.347], [-2.581, 2.149, -6.005], [-2.656, 1.064, -6.960], [-0.043, 1.057, -3.476], [-2.447, 2.374, -2.812], [-2.307, 0.826, -2.262], [-3.435, 1.180, -3.526], [-1.333, 0.178, -4.582], [-0.399, 2.189, -5.845], [-1.396, 3.196, -5.010], [-2.624, 0.095, -6.462], [-1.808, 1.044, -7.644], [-3.620, 1.156, -7.460], [0.685, 0.719, -4.090], [-0.267, 0.392, -2.749]]}



{"formula": "C20H55ClNNbO11PS", "method": "wB97M-V/def2-TZVPD", "multiplicity": 1, "total_charge": -1, "total_energy_ha": -2934.01197, "gap_ev": 6.692, "species": ["C", "C", "C", "O", "C", "Nb", "C", "N", "C", "C", "C", "C", "S", "O", "O", "Cl", "C", "O", "C", "C", "P", "O", "O", "O", "H", "H", "H", "H", "H", "H", "H", "H", "H", "H", "H", "H", "H", "H", "H", "H", "H", "H", "H", "H", "H", "H", "H", "H", "H", "H", "H", "H", "H", "H", "H", "C", "C", "O", "H", "H", "H", "H", "H", "H", "C", "C", "O", "H", "H", "H", "H", "H", "H", "C", "C", "O", "H", "H", "H", "H", "H", "H", "C", "C", "O", "H", "H", "H", "H", "H", "H"], "xyz": [[3.715, -1.657, -1.781], [4.569, -0.375, -2.054], [3.844, 0.627, -3.039], [2.440, 0.477, -3.002], [1.738, 1.736, -2.858], [-0.066, 1.419, -1.441], [0.266, 3.591, -0.721], [-1.728, 1.139, -0.106], [-1.431, 2.275, -3.037], [-2.665, 3.079, -2.466], [-4.006, 2.342, -2.722], [-3.987, 0.872, -2.212], [-5.333, -0.149, -2.942], [-5.468, -1.370, -2.102], [-6.557, 0.681, -2.976], [-4.720, -0.746, -4.826], [-0.349, -0.743, -2.103], [-1.049, -0.945, -3.353], [-0.232, -0.665, -4.462], [1.465, 0.651, 0.090], [1.673, 1.676, 1.596], [2.763, 2.729, 1.436], [2.236, 0.634, 2.806], [0.251, 2.285, 2.198], [4.266, -2.307, -1.064], [3.569, -2.259, -2.697], [2.749, -1.430, -1.305], [4.786, 0.097, -1.079], [5.502, -0.718, -2.539], [4.225, 0.360, -4.053], [4.198, 1.638, -2.768], [1.395, 2.075, -3.863], [2.340, 2.537, -2.381], [-0.041, 4.227, -1.588], [1.326, 3.827, -0.517], [-0.419, 3.875, 0.108], [-1.805, 1.872, 0.591], [-1.756, 0.213, 0.310], [-0.831, 3.029, -3.605], [-1.803, 1.553, -3.794], [-2.552, 3.279, -1.383], [-2.688, 4.081, -2.947], [-4.811, 2.868, -2.171], [-4.211, 2.328, -3.809], [-3.039, 0.349, -2.462], [-4.072, 0.837, -1.111], [-0.932, -1.259, -1.297], [0.616, -1.307, -2.178], [0.736, -1.205, -4.421], [-0.774, -1.047, -5.354], [-0.063, 0.418, -4.631], [2.465, 0.522, -0.363], [1.082, -0.339, 0.432], [3.122, 0.915, 3.042], [0.473, 3.194, 2.422], [-8.997, -3.219, -1.412], [-8.533, -2.418, -0.210], [-7.224, -2.806, 0.181], [-8.989, -4.287, -1.184], [-10.007, -2.930, -1.711], [-8.324, -3.065, -2.259], [-9.195, -2.588, 0.641], [-8.532, -1.346, -0.438], [-6.640, -2.644, -0.570], [4.312, 6.907, -0.791], [4.036, 5.471, -0.382], [3.468, 4.740, -1.462], [3.390, 7.395, -1.114], [4.739, 7.476, 0.039], [5.008, 6.943, -1.634], [3.326, 5.436, 0.444], [4.958, 4.974, -0.063], [4.095, 4.756, -2.190], [2.746, -3.325, 4.382], [3.107, -2.395, 5.523], [3.347, -1.076, 5.043], [3.548, -3.351, 3.641], [2.570, -4.337, 4.746], [1.847, -2.975, 3.868], [4.016, -2.736, 6.020], [2.301, -2.361, 6.264], [2.541, -0.769, 4.611], [0.565, -6.422, 7.737], [1.838, -6.650, 6.943], [2.650, -5.479, 6.942], [-0.001, -5.589, 7.317], [-0.065, -7.314, 7.732], [0.797, -6.163, 8.773], [1.603, -6.887, 5.906], [2.414, -7.481, 7.365], [2.867, -5.274, 7.855]]}



{"formula": "C20H55CrN5O9S", "method": "wB97M-V/def2-TZVPD", "multiplicity": 5, "total_energy_ha": -3188.33761, "s_squared": 6.074, "gap_ev": [5.096, 5.107], "species": ["Cr", "S", "O", "O", "O", "O", "C", "C", "C", "O", "C", "N", "H", "H", "H", "H", "H", "H", "H", "H", "H", "H", "H", "C", "C", "C", "O", "C", "N", "H", "H", "H", "H", "H", "H", "H", "H", "H", "H", "H", "C", "C", "C", "O", "C", "N", "H", "H", "H", "H", "H", "H", "H", "H", "H", "H", "H", "C", "C", "C", "O", "C", "N", "H", "H", "H", "H", "H", "H", "H", "H", "H", "H", "H", "C", "C", "C", "O", "C", "N", "H", "H", "H", "H", "H", "H", "H", "H", "H", "H", "H"], "xyz": [[-3.589, 0.509, 2.600], [-1.511, -0.015, 0.873], [-0.280, -0.607, 1.333], [-2.803, -0.720, 1.208], [-1.841, 1.173, 1.735], [-1.540, 0.398, -0.495], [-2.479, 4.065, 0.849], [-1.550, 4.561, 1.978], [-2.014, 5.942, 2.684], [-3.423, 5.864, 2.764], [-4.146, 7.037, 2.920], [-1.350, 3.469, 2.917], [-3.392, 3.694, 1.314], [-1.994, 3.206, 0.387], [-2.547, 4.809, 0.055], [-0.571, 4.771, 1.548], [-1.758, 6.748, 1.996], [-1.597, 6.091, 3.679], [-5.208, 6.830, 2.784], [-3.976, 7.850, 2.214], [-3.993, 7.394, 3.938], [-1.334, 2.590, 2.420], [-2.175, 3.340, 3.484], [-0.424, 0.740, -5.616], [-0.853, 0.084, -4.278], [0.334, -0.870, -3.839], [0.347, -1.921, -4.773], [1.548, -2.685, -4.746], [-1.174, 1.033, -3.234], [0.407, 1.442, -5.548], [-1.270, 1.331, -5.967], [-0.083, -0.103, -6.218], [-1.784, -0.464, -4.423], [0.245, -1.078, -2.772], [1.228, -0.258, -3.956], [2.310, -2.042, -5.186], [1.422, -3.554, -5.392], [1.798, -2.930, -3.714], [-0.469, 1.747, -3.346], [-1.170, 0.622, -2.312], [-3.896, -5.146, 1.996], [-2.351, -4.905, 1.725], [-1.802, -4.632, 0.272], [-1.833, -5.846, -0.525], [-0.578, -6.460, -0.672], [-2.050, -3.682, 2.507], [-4.441, -4.203, 2.032], [-4.031, -5.877, 2.793], [-4.158, -5.657, 1.070], [-1.806, -5.735, 2.176], [-0.817, -4.167, 0.308], [-2.379, -3.886, -0.275], [-0.523, -7.360, -1.284], [-0.279, -6.792, 0.323], [0.167, -5.755, -1.041], [-1.066, -3.569, 2.310], [-2.470, -2.830, 2.165], [2.196, 4.971, -3.731], [2.835, 4.041, -2.830], [1.946, 2.835, -2.422], [2.485, 1.934, -1.371], [1.816, 0.710, -1.296], [4.146, 3.667, -3.415], [2.859, 5.837, -3.735], [1.223, 5.385, -3.467], [2.299, 4.624, -4.759], [3.020, 4.612, -1.920], [1.671, 2.230, -3.287], [0.998, 3.228, -2.055], [2.031, 0.243, -0.335], [2.113, -0.034, -2.036], [0.766, 1.000, -1.291], [4.547, 4.550, -3.697], [4.711, 3.371, -2.632], [1.791, -3.580, 2.061], [1.948, -2.708, 3.373], [3.158, -1.722, 3.480], [4.460, -2.310, 3.496], [4.775, -3.124, 4.660], [0.686, -2.051, 3.539], [1.262, -3.007, 1.299], [1.226, -4.473, 2.329], [2.758, -3.903, 1.675], [2.067, -3.297, 4.283], [2.942, -1.127, 4.367], [3.123, -0.999, 2.665], [4.086, -3.902, 4.991], [4.952, -2.637, 5.619], [5.694, -3.693, 4.518], [-0.123, -2.656, 3.527], [0.504, -1.605, 2.651]]}



{"formula": "C20H55N2O12S2", "method": "wB97M-V/def2-TZVPD", "multiplicity": 1, "total_charge": -1, "total_energy_ha": -2603.65180, "gap_ev": 7.363, "species": ["C", "C", "S", "O", "O", "N", "S", "O", "O", "C", "N", "C", "H", "H", "H", "H", "H", "H", "H", "C", "C", "O", "H", "H", "H", "H", "H", "H", "C", "C", "O", "H", "H", "H", "H", "H", "H", "C", "C", "O", "H", "H", "H", "H", "H", "H", "C", "C", "O", "H", "H", "H", "H", "H", "H", "C", "C", "O", "H", "H", "H", "H", "H", "H", "C", "C", "O", "H", "H", "H", "H", "H", "H", "C", "C", "O", "H", "H", "H", "H", "H", "H", "C", "C", "O", "H", "H", "H", "H", "H", "H"], "xyz": [[2.931, -2.384, -1.020], [3.298, -1.273, -0.745], [3.561, 0.432, -0.411], [4.384, 0.431, 0.791], [4.224, 1.036, -1.542], [2.159, 1.109, -0.008], [1.052, 1.218, -1.199], [1.035, 0.097, -2.122], [1.026, 2.517, -1.855], [-0.480, 1.140, -0.216], [-0.922, -0.234, -0.027], [-2.112, -0.559, -0.844], [2.612, -3.399, -1.067], [-0.213, 1.557, 0.759], [-1.215, 1.803, -0.674], [-1.174, -0.313, 0.947], [-3.020, -0.325, -0.284], [-2.092, 0.009, -1.767], [-2.094, -1.619, -1.099], [4.221, 4.991, 0.656], [3.520, 4.785, 1.985], [2.124, 5.062, 1.883], [4.087, 6.016, 0.302], [5.289, 4.784, 0.737], [3.795, 4.324, -0.097], [3.920, 5.458, 2.744], [3.659, 3.757, 2.333], [1.765, 4.457, 1.225], [6.014, 1.699, 4.140], [5.257, 1.482, 5.435], [3.893, 1.876, 5.315], [5.964, 2.747, 3.841], [7.061, 1.411, 4.244], [5.571, 1.113, 3.329], [5.683, 2.080, 6.241], [5.306, 0.428, 5.732], [3.499, 1.357, 4.606], [9.634, 0.169, 3.145], [9.738, -1.123, 3.933], [8.491, -1.480, 4.523], [9.294, 0.979, 3.789], [10.597, 0.446, 2.712], [8.906, 0.067, 2.337], [10.450, -1.018, 4.752], [10.082, -1.939, 3.287], [7.849, -1.583, 3.814], [0.391, -7.128, -1.024], [1.038, -6.649, -2.311], [1.956, -5.591, -2.072], [-0.126, -6.303, -0.532], [-0.327, -7.927, -1.218], [1.146, -7.501, -0.328], [0.285, -6.259, -2.994], [1.556, -7.477, -2.810], [2.636, -5.917, -1.474], [-4.971, 2.115, -3.326], [-5.077, 0.615, -3.515], [-4.728, -0.086, -2.324], [-3.956, 2.392, -3.035], [-5.229, 2.645, -4.245], [-5.645, 2.442, -2.538], [-4.391, 0.273, -4.290], [-6.096, 0.338, -3.812], [-5.334, 0.200, -1.634], [-9.372, 3.403, -0.332], [-8.456, 3.758, -1.489], [-7.928, 2.595, -2.116], [-8.836, 2.807, 0.407], [-9.758, 4.301, 0.154], [-10.219, 2.807, -0.683], [-7.603, 4.337, -1.136], [-8.992, 4.360, -2.231], [-8.670, 2.077, -2.446], [-11.882, 0.623, -4.912], [-10.507, 0.225, -4.408], [-10.315, 0.607, -3.046], [-12.024, 1.700, -4.817], [-12.011, 0.342, -5.958], [-12.664, 0.136, -4.325], [-9.729, 0.725, -4.983], [-10.359, -0.855, -4.505], [-10.982, 0.163, -2.515], [4.832, -3.521, 2.278], [3.703, -4.530, 2.192], [3.622, -5.113, 0.892], [4.694, -2.734, 1.535], [4.873, -3.064, 3.269], [5.794, -4.001, 2.078], [2.746, -4.043, 2.372], [3.830, -5.322, 2.939], [4.456, -5.554, 0.712]]}